1.
159
Properties=species:S:1:pos:R:3:mulliken_charge:R:1 method="wB97M-V/def2-TZVPD" homo_ev=-8.999 smiles="COC[C@H](C)N.COC[C@H](C)N.COC[C@H](C)N.COC[C@H](C)N.COC[C@H](C)N.COC[C@H](C)N.COC[C@H](C)N.NC(N)=O.NC(N)=O.NC(N)=O.NC(N)=O.NC(N)=O" relative_energy_kj_mol=863.97 total_energy_ha=-3149.0365 molar_mass_g_mol=924.2
C 5.712 -2.352 -0.575 0.62
O 5.762 -3.056 0.420 -0.68
N 4.648 -1.640 -0.898 0.05
N 6.557 -2.536 -1.528 -0.40
H 4.685 -1.009 -1.685 0.19
H 3.917 -1.694 -0.202 -0.22
H 7.359 -3.117 -1.330 0.25
H 6.532 -1.805 -2.225 0.16
C 0.019 -0.294 0.644 0.96
O -0.115 -0.983 1.632 -0.08
N -0.896 0.310 -0.013 0.20
N 1.178 -0.049 0.145 0.41
H -0.699 0.857 -0.840 -0.40
H -1.812 0.182 0.393 -0.68
H 2.027 -0.300 0.631 0.02
H 1.240 0.827 -0.354 -0.09
C 2.546 2.340 3.177 0.73
O 1.322 2.437 3.411 -0.73
N 3.249 3.337 2.839 -0.43
N 3.373 1.335 3.130 -0.25
H 4.167 3.127 2.473 0.24
H 2.657 4.155 2.861 0.26
H 4.348 1.565 2.999 0.25
H 3.049 0.380 3.195 0.14
C -0.156 4.637 0.496 0.44
O 0.540 5.283 -0.231 -0.66
N -0.261 4.740 1.783 -0.31
N -0.934 3.652 0.076 0.34
H -0.301 3.826 2.211 0.01
H 0.369 5.408 2.203 0.29
H -1.332 2.986 0.723 -0.16
H -1.222 3.714 -0.890 0.17
C 3.211 -1.981 3.073 0.23
O 2.938 -1.359 2.096 -0.32
N 2.287 -2.308 3.960 -0.29
N 4.436 -2.276 3.486 -0.52
H 1.356 -2.039 3.675 0.10
H 2.501 -2.356 4.946 0.21
H 4.932 -2.273 2.607 0.24
H 4.586 -2.871 4.289 0.22
C 3.809 -4.503 -2.757 -1.39
C 3.262 -4.990 -1.341 0.68
C 1.734 -4.834 -1.371 0.26
O 1.222 -5.253 -0.091 -0.52
C 1.228 -4.176 0.826 -0.13
N 3.716 -6.388 -1.306 -0.86
H 3.675 -5.260 -3.531 0.44
H 4.896 -4.471 -2.671 0.36
H 3.464 -3.497 -2.994 0.26
H 3.898 -4.519 -0.592 0.09
H 1.396 -5.562 -2.109 0.50
H 1.579 -3.826 -1.757 -0.56
H 1.770 -3.244 0.662 0.15
H 1.481 -4.519 1.829 0.33
H 0.191 -3.968 1.088 -0.20
H 3.311 -6.690 -0.432 0.31
H 3.181 -6.903 -1.990 0.30
C 3.181 6.550 -0.843 -1.20
C 4.359 5.578 -1.092 0.26
C 3.869 4.243 -0.771 0.33
O 4.989 3.279 -0.846 -0.51
C 4.665 2.059 -0.151 -0.32
N 4.768 5.694 -2.513 -0.78
H 2.387 6.507 -1.588 0.21
H 3.532 7.565 -0.657 0.33
H 2.616 6.326 0.062 0.30
H 5.142 5.935 -0.423 0.33
H 3.087 3.877 -1.436 -0.07
H 3.397 4.230 0.212 -0.02
H 5.464 1.334 -0.304 0.46
H 3.736 1.548 -0.402 -0.08
H 4.541 2.232 0.918 -0.14
H 3.929 5.336 -2.947 0.28
H 5.343 4.863 -2.519 0.39
C -3.451 -1.555 0.460 -2.41
C -3.793 -1.998 -0.943 2.37
C -3.742 -3.536 -1.197 -0.55
O -4.201 -4.397 -0.090 -0.44
C -3.116 -5.135 0.496 -0.86
N -5.097 -1.497 -1.278 -0.83
H -4.190 -2.071 1.073 0.56
H -3.452 -0.508 0.764 0.94
H -2.509 -2.074 0.633 -0.04
H -3.109 -1.546 -1.661 -1.25
H -2.711 -3.699 -1.509 0.16
H -4.470 -3.749 -1.981 0.53
H -2.407 -4.580 1.110 0.30
H -2.530 -5.658 -0.260 0.35
H -3.553 -5.914 1.121 0.35
H -5.822 -2.075 -0.877 0.33
H -5.398 -0.736 -0.687 0.25
C -2.431 -3.446 -4.559 -1.68
C -2.236 -1.906 -4.735 1.39
C -0.848 -1.592 -5.268 -1.18
O 0.221 -2.059 -4.498 -0.39
C 0.317 -1.554 -3.089 0.79
N -3.216 -1.478 -5.667 -0.70
H -2.436 -3.870 -5.563 0.56
H -3.386 -3.650 -4.074 0.43
H -1.677 -3.978 -3.979 0.21
H -2.359 -1.339 -3.812 -0.16
H -0.638 -0.528 -5.378 0.37
H -0.691 -2.003 -6.266 0.39
H 0.434 -0.471 -3.131 -0.26
H 1.191 -1.968 -2.586 -0.43
H -0.525 -1.856 -2.466 0.15
H -2.649 -1.117 -6.421 0.29
H -3.702 -2.295 -6.007 0.29
C -1.148 -3.857 3.982 -0.41
C -2.069 -2.895 4.789 0.30
C -1.698 -2.891 6.206 -0.84
O -1.974 -4.125 6.862 -0.36
C -3.257 -4.419 6.956 -0.79
N -2.142 -1.648 3.972 -0.28
H -0.099 -3.565 4.037 -0.02
H -1.394 -3.939 2.923 -0.43
H -1.388 -4.872 4.297 0.58
H -3.077 -3.307 4.837 0.40
H -2.184 -2.120 6.803 0.42
H -0.629 -2.753 6.042 0.27
H -3.593 -5.202 6.276 0.24
H -3.977 -3.602 6.992 0.37
H -3.062 -5.010 7.851 0.32
H -1.597 -1.677 3.122 -0.15
H -3.082 -1.761 3.620 0.31
C 0.043 2.062 -3.504 0.08
C -0.224 3.540 -3.257 0.75
C 0.058 4.417 -4.598 -1.00
O -0.746 5.647 -4.614 -0.35
C -1.061 6.091 -5.963 -0.73
N -1.685 3.609 -2.985 -0.76
H 1.062 1.850 -3.829 0.49
H -0.515 1.493 -4.247 0.51
H -0.044 1.435 -2.617 -1.26
H 0.294 4.038 -2.437 0.19
H -0.256 3.749 -5.400 0.50
H 1.137 4.563 -4.545 0.28
H -0.789 7.147 -5.950 0.24
H -2.134 5.962 -6.108 0.27
H -0.567 5.561 -6.777 0.33
H -2.068 3.047 -3.732 0.32
H -1.987 4.470 -3.418 0.21
C -4.114 5.313 2.082 -1.10
C -5.110 4.181 2.417 0.58
C -4.467 3.002 3.103 -0.97
O -3.336 2.445 2.390 -0.12
C -2.680 1.426 3.209 -0.93
N -6.220 4.760 3.117 -0.77
H -3.121 4.902 2.261 0.05
H -4.243 6.136 2.786 0.39
H -4.390 5.767 1.131 0.30
H -5.504 3.736 1.503 0.36
H -5.172 2.187 3.266 0.37
H -4.103 3.326 4.078 0.30
H -1.874 0.954 2.648 -0.13
H -3.367 0.726 3.685 0.45
H -2.107 1.928 3.988 0.52
H -5.960 5.515 3.735 0.28
H -6.784 5.150 2.375 0.29

2.
142
Properties=species:S:1:pos:R:3:mulliken_charge:R:1 method="wB97M-V/def2-TZVPD" total_charge=+1 homo_ev=-10.101 total_energy_ha=-4195.8564 molar_mass_g_mol=995.1
C -2.259 2.551 5.977 -1.41
C -1.159 3.186 5.134 -0.52
P -0.637 1.943 3.902 0.50
C 0.709 1.089 4.725 -1.27
C 0.273 2.974 2.565 -0.40
O 1.696 2.891 2.708 -0.57
C 0.012 4.441 2.686 -1.09
O 0.765 4.943 3.815 -0.46
C 0.315 6.035 4.320 0.60
N -0.054 6.984 4.743 -0.46
C 0.618 5.044 1.422 -1.69
N 0.422 3.953 0.368 0.52
C 1.635 3.847 -0.506 0.35
F 2.615 3.308 0.170 -0.15
F 1.959 5.065 -0.891 -0.24
F 1.354 3.100 -1.557 -0.04
C -0.144 2.704 1.140 2.69
C -1.668 2.904 1.078 -2.38
C -2.472 2.301 -0.052 0.75
C -3.719 3.117 -0.305 -2.17
O -2.782 1.008 0.398 -0.13
C -3.147 0.081 -0.610 0.49
C -2.979 -1.301 -0.087 0.37
C -3.574 -1.671 1.135 -0.53
C -3.348 -2.954 1.675 -0.70
C -2.529 -3.866 0.984 -0.72
C -1.961 -3.517 -0.254 -0.64
C -2.189 -2.238 -0.777 -0.33
P 0.434 1.032 0.525 0.05
S 0.072 -0.472 1.654 -0.13
H -2.103 1.499 6.139 0.34
H -3.203 2.684 5.483 0.37
H -2.332 3.062 6.921 0.39
H -0.345 3.524 5.756 0.50
H -1.572 4.042 4.635 0.24
H 1.304 0.547 4.016 0.44
H 0.234 0.375 5.374 0.43
H 1.327 1.731 5.328 0.39
H 2.007 2.031 2.415 0.64
H -1.020 4.698 2.809 1.04
H 0.155 5.930 1.066 0.52
H 1.653 5.181 1.660 0.54
H -0.282 4.314 -0.277 0.53
H -2.082 2.526 1.996 0.21
H -1.869 3.962 1.059 0.76
H -1.917 2.266 -0.979 -0.32
H -3.544 4.179 -0.293 0.42
H -4.155 2.835 -1.242 0.44
H -4.428 2.861 0.464 0.46
H -2.510 0.220 -1.480 -0.88
H -4.171 0.257 -0.918 0.51
H -4.188 -0.969 1.658 0.44
H -3.781 -3.218 2.617 0.50
H -2.346 -4.834 1.404 0.50
H -1.354 -4.192 -0.822 0.65
H -1.731 -1.974 -1.712 0.49
H 1.798 1.250 0.351 0.21
H -0.067 0.968 -0.772 -0.16
C 0.067 1.900 -4.163 -1.67
C -1.285 1.453 -3.679 0.88
O -2.035 2.217 -3.079 -0.71
N -1.631 0.172 -3.923 0.05
C -0.857 -0.843 -4.626 -0.56
H 0.198 2.945 -3.900 0.41
H 0.853 1.308 -3.691 0.21
H 0.158 1.795 -5.242 0.60
H -2.545 -0.079 -3.577 0.34
H -1.401 -1.195 -5.502 0.28
H -0.669 -1.697 -3.973 0.22
H 0.093 -0.435 -4.956 0.03
C -0.738 -3.013 4.608 -0.85
C -1.839 -3.949 5.055 0.57
O -3.018 -3.645 4.968 -0.68
N -1.465 -5.144 5.578 -0.16
C -0.121 -5.656 5.768 -0.82
H -1.202 -2.101 4.241 0.07
H -0.097 -2.774 5.459 0.41
H -0.139 -3.450 3.808 0.37
H -2.240 -5.722 5.863 0.24
H 0.024 -6.583 5.211 0.29
H 0.071 -5.859 6.823 0.28
H 0.605 -4.930 5.422 0.31
C 0.330 0.195 9.200 -1.11
C 0.670 -1.216 8.777 0.78
O 0.307 -1.682 7.705 -0.59
N 1.394 -1.963 9.644 -0.18
C 1.903 -1.589 10.952 -0.87
H -0.255 0.652 8.410 0.04
H -0.258 0.195 10.117 0.41
H 1.234 0.783 9.363 0.38
H 1.585 -2.894 9.310 0.23
H 2.991 -1.666 10.978 0.29
H 1.496 -2.242 11.724 0.29
H 1.626 -0.569 11.186 0.34
C -2.154 -5.623 -3.850 -1.44
C -0.858 -4.845 -3.840 0.85
O -0.343 -4.470 -2.794 -0.67
N -0.286 -4.581 -5.038 -0.08
C -0.765 -4.952 -6.363 -0.68
H -2.480 -5.751 -2.823 0.31
H -2.926 -5.088 -4.402 0.37
H -2.013 -6.603 -4.306 0.41
H 0.580 -4.072 -4.968 0.23
H -0.041 -5.587 -6.865 0.10
H -0.932 -4.057 -6.966 0.30
H -1.692 -5.503 -6.291 0.31
C 0.548 10.186 1.563 -1.48
C 1.034 8.942 0.865 0.87
O 0.283 7.991 0.664 -0.67
N 2.326 8.907 0.468 -0.07
C 3.343 9.935 0.628 -0.91
H -0.497 10.048 1.812 0.31
H 1.109 10.360 2.481 0.40
H 0.648 11.059 0.916 0.41
H 2.588 8.055 0.000 0.14
H 3.717 10.259 -0.344 0.30
H 4.182 9.558 1.211 0.30
H 2.927 10.794 1.140 0.35
C 4.304 0.253 -7.407 -1.53
C 3.400 0.572 -6.240 0.94
O 2.186 0.630 -6.365 -0.59
N 3.994 0.795 -5.037 -0.05
C 5.411 0.765 -4.714 -0.91
H 3.682 0.105 -8.282 0.30
H 4.997 1.072 -7.600 0.41
H 4.877 -0.655 -7.221 0.40
H 3.344 1.003 -4.298 0.10
H 5.620 0.010 -3.956 0.29
H 5.742 1.733 -4.335 0.29
H 5.990 0.530 -5.599 0.35
C 1.293 -7.744 -8.978 -1.21
C 0.069 -8.438 -8.422 0.83
O -0.623 -7.938 -7.547 -0.62
N -0.237 -9.654 -8.938 -0.19
C 0.460 -10.399 -9.971 -0.83
H 1.406 -6.793 -8.470 0.20
H 2.190 -8.341 -8.810 0.36
H 1.188 -7.563 -10.048 0.36
H -1.061 -10.067 -8.530 0.23
H -0.197 -10.586 -10.822 0.28
H 0.803 -11.361 -9.589 0.29
H 1.321 -9.842 -10.320 0.31

3.
193
Properties=species:S:1:pos:R:3:mulliken_charge:R:1 method="wB97M-V/def2-TZVPD" total_charge=+7 homo_ev=-21.101 total_energy_ha=-5699.1508 molar_mass_g_mol=1106.5
C 19.368 7.142 16.555 -1.14
C 19.164 8.534 17.136 -0.33
N 18.637 9.600 16.160 -0.02
C 17.270 9.092 15.494 -0.73
C 18.324 10.998 16.882 -0.35
C 17.896 12.117 15.950 -0.82
C 19.717 9.701 15.038 -0.46
C 20.880 10.684 15.342 -0.80
O 21.434 10.523 16.666 -0.35
C 22.672 9.770 16.689 -0.72
H 20.148 7.146 15.787 0.38
H 18.488 6.617 16.200 0.33
H 19.835 6.530 17.343 0.40
H 20.117 8.865 17.591 0.31
H 18.423 8.630 17.930 0.46
H 16.945 9.933 14.864 0.21
H 16.567 8.946 16.316 0.39
H 17.427 8.154 14.916 0.37
H 19.154 11.254 17.566 0.43
H 17.492 10.644 17.538 0.46
H 16.926 12.580 16.152 0.15
H 17.849 11.849 14.892 0.13
H 18.642 12.927 15.941 0.35
H 19.170 10.085 14.181 0.08
H 19.949 8.661 14.859 0.70
H 20.475 11.681 15.311 0.16
H 21.641 10.556 14.574 0.60
H 23.300 10.200 15.919 0.35
H 22.443 8.745 16.411 0.31
H 23.037 9.916 17.693 0.25
C 10.289 16.129 17.868 -0.77
C 10.050 17.636 18.016 -0.71
N 10.637 18.448 16.817 0.35
C 10.606 19.913 17.235 -1.01
C 12.135 18.124 16.469 -0.38
C 12.900 17.906 17.761 -1.35
C 9.652 18.283 15.619 -0.79
C 10.397 18.371 14.244 -0.19
O 11.091 19.579 13.914 -0.30
C 10.331 20.558 13.092 -0.73
H 11.329 15.830 17.761 0.04
H 9.753 15.648 17.006 0.16
H 10.013 15.539 18.745 0.53
H 10.616 18.025 18.858 0.52
H 8.984 17.867 18.114 0.49
H 11.365 20.222 17.939 0.38
H 9.660 20.129 17.664 0.50
H 10.726 20.579 16.386 0.28
H 12.573 18.953 15.879 0.38
H 12.079 17.207 15.898 0.43
H 12.307 17.305 18.444 0.07
H 13.179 18.808 18.290 0.39
H 13.843 17.395 17.628 0.52
H 8.947 19.114 15.728 0.30
H 9.108 17.359 15.758 0.51
H 9.560 18.159 13.532 0.53
H 11.141 17.499 14.221 0.00
H 9.949 20.053 12.189 0.28
H 11.056 21.318 12.853 0.28
H 9.428 20.972 13.571 0.31
C 10.630 17.581 8.119 -0.92
N 11.546 16.351 8.207 0.22
C 12.080 16.263 9.621 -1.03
C 10.961 15.074 7.763 -0.87
C 12.722 16.673 7.259 -0.44
C 13.789 15.515 7.006 -0.68
O 14.684 15.446 8.102 -0.44
H 10.305 17.707 7.104 0.43
H 11.107 18.479 8.428 0.41
H 9.709 17.400 8.687 0.37
H 12.954 15.606 9.535 0.33
H 11.303 15.738 10.180 0.44
H 12.248 17.257 10.076 0.22
H 11.708 14.291 8.017 0.35
H 10.793 15.042 6.674 0.34
H 10.076 14.798 8.281 0.35
H 13.261 17.486 7.713 0.29
H 12.268 16.818 6.282 0.51
H 14.341 15.768 6.107 0.54
H 13.415 14.479 6.822 0.28
H 15.564 15.670 7.762 0.30
C 13.861 8.376 10.123 -0.89
N 14.932 9.400 9.988 -0.04
C 16.088 8.762 9.264 -0.88
C 14.437 10.543 9.180 -1.05
C 15.306 9.843 11.327 -0.40
C 16.451 10.879 11.386 -0.83
O 16.633 11.315 12.729 -0.18
H 14.196 7.576 10.788 0.38
H 13.651 7.973 9.132 0.43
H 12.974 8.804 10.513 0.44
H 16.767 9.553 9.118 0.48
H 15.664 8.415 8.359 0.43
H 16.527 7.982 9.879 0.34
H 13.977 10.208 8.265 0.38
H 15.298 11.147 8.964 0.42
H 13.777 11.166 9.779 0.44
H 15.662 8.917 11.749 0.42
H 14.403 10.254 11.777 0.38
H 16.308 11.722 10.728 0.36
H 17.353 10.370 11.073 0.29
H 16.129 12.130 12.927 0.01
C 21.801 19.014 17.202 -0.90
N 21.357 17.939 18.210 0.07
C 22.481 17.058 18.640 -0.99
C 20.686 18.663 19.400 -0.90
C 20.312 17.041 17.438 -0.76
C 18.919 17.585 17.236 -0.18
O 17.983 17.375 18.262 -0.38
H 22.612 19.569 17.674 0.42
H 20.956 19.709 17.036 0.38
H 22.115 18.505 16.274 0.36
H 22.896 16.505 17.808 0.38
H 22.208 16.528 19.536 0.44
H 23.257 17.742 18.956 0.43
H 21.408 18.831 20.190 0.35
H 19.951 18.057 19.895 0.44
H 20.297 19.564 18.979 0.35
H 20.296 16.083 17.974 0.33
H 20.764 16.849 16.470 0.44
H 18.590 17.015 16.351 0.27
H 18.914 18.654 16.997 0.20
H 18.356 17.616 19.095 0.26
C 7.530 9.811 15.094 -0.85
N 8.533 10.905 15.276 -0.12
C 8.611 11.209 16.727 -0.88
C 9.936 10.313 14.901 -0.90
C 8.179 12.200 14.581 -0.26
C 8.466 12.269 13.088 -0.61
O 8.181 11.126 12.267 -0.51
H 7.834 8.938 15.649 0.42
H 7.444 9.648 14.021 0.34
H 6.571 10.117 15.524 0.41
H 7.677 11.606 17.091 0.42
H 9.391 11.937 16.985 0.34
H 8.810 10.312 17.277 0.41
H 10.668 11.046 15.230 0.41
H 9.989 10.147 13.804 0.35
H 9.991 9.373 15.447 0.39
H 8.738 12.967 15.113 0.16
H 7.127 12.298 14.834 0.41
H 9.522 12.562 13.099 0.24
H 7.867 13.107 12.754 0.48
H 7.422 11.279 11.715 0.35
C 18.118 17.686 12.296 -1.58
N 17.573 18.758 11.361 0.27
C 17.496 18.134 10.033 -1.21
C 16.204 19.179 11.781 -1.03
C 18.338 20.146 11.313 -0.41
C 19.869 19.952 11.338 -0.50
O 20.302 19.100 10.294 -0.47
H 19.012 17.248 11.874 0.32
H 17.384 16.914 12.302 0.72
H 18.283 18.042 13.292 0.60
H 16.994 18.800 9.368 0.45
H 16.855 17.267 10.076 0.53
H 18.441 17.791 9.696 0.35
H 15.908 20.016 11.184 0.40
H 16.282 19.544 12.806 0.39
H 15.450 18.390 11.799 0.40
H 18.039 20.749 12.163 0.35
H 18.008 20.477 10.328 0.35
H 19.979 19.611 12.395 0.19
H 20.429 20.893 11.155 0.51
H 21.228 19.301 10.094 0.35
C 14.228 14.631 20.390 -1.33
N 13.794 13.453 21.206 -0.10
C 14.996 12.701 21.716 -0.78
C 13.067 13.959 22.365 -0.84
C 12.875 12.626 20.363 -0.27
C 13.586 11.830 19.251 -0.45
O 12.774 11.754 18.084 -0.31
H 13.332 15.169 20.171 0.63
H 14.690 14.294 19.451 0.42
H 14.855 15.273 21.003 0.44
H 15.474 12.163 20.937 0.37
H 14.690 12.007 22.504 0.37
H 15.669 13.429 22.180 0.41
H 13.739 14.580 22.962 0.39
H 12.768 13.043 22.929 0.45
H 12.191 14.542 22.129 0.35
H 12.143 13.337 19.947 0.29
H 12.392 11.903 21.003 0.39
H 13.686 10.773 19.543 0.26
H 14.596 12.252 19.146 0.19
H 12.927 12.590 17.633 0.10
As 13.819 14.018 14.152 2.25
F 14.458 12.434 14.770 -0.50
F 14.422 14.850 15.602 -0.54
F 13.278 15.521 13.470 -0.50
F 13.181 13.134 12.734 -0.58
F 12.262 13.861 15.053 -0.50
F 15.380 14.183 13.354 -0.59